[1]
Entry from the Open Molecules 2025 dataset: a structure of composition C51H41N5NiO2S2 (the ωB97M-V functional and the def2-TZVPD basis).

XYZ file:
```
102
Properties=species:S:1:pos:R:3:forces:R:3
Ni 14.80821 10.97480 12.75496 -0.253 -0.905 0.016
C 18.08902 9.84041 17.40160 0.314 -0.503 0.833
C 16.89975 10.48210 17.13160 0.624 -0.681 -2.190
C 16.44262 10.47266 15.81216 0.770 -0.764 0.280
C 17.11157 9.71405 14.85119 -0.666 0.981 0.549
C 18.30168 9.04679 15.14426 -0.992 0.581 1.130
C 18.77696 9.11450 16.43395 -0.078 0.926 -0.736
N 16.53859 9.81268 13.55929 1.009 -0.716 -0.594
N 17.19155 9.14190 12.72869 -0.636 0.241 -0.578
C 16.70104 9.16759 11.39814 -1.299 0.369 1.076
C 17.17598 8.24291 10.52037 -0.380 1.217 -1.283
C 16.70804 8.28359 9.17772 2.476 -1.870 1.550
C 15.79082 9.19583 8.87912 -2.167 1.087 -1.700
C 15.28475 10.03976 9.86497 0.434 -0.137 -0.401
N 15.68438 10.03558 11.10764 1.040 -0.292 0.685
H 18.50716 9.87009 18.40311 -0.078 0.137 -0.068
H 16.39507 11.03808 17.83988 -0.870 1.029 1.456
H 15.62795 11.07042 15.46310 -0.650 0.330 0.226
H 18.86153 8.51966 14.44479 0.645 -0.698 -1.322
H 19.78870 8.79484 16.55432 0.289 -0.567 0.677
H 17.98916 7.66520 10.84036 0.848 -1.040 0.266
H 17.19642 7.60456 8.47321 -0.542 0.268 0.019
H 15.34471 9.26683 7.87296 0.448 0.071 0.567
H 14.59822 10.78688 9.59734 -1.004 0.684 -0.365
C 19.14603 12.16257 8.14917 1.182 0.490 -0.590
C 18.32954 12.51562 9.35532 0.110 -0.828 -0.493
C 18.89717 12.27254 10.62049 0.385 -0.091 -2.363
C 18.17760 12.54494 11.73645 0.299 -0.077 0.275
C 16.94167 13.19405 11.71864 0.446 -1.470 0.353
C 16.39176 13.41914 10.48106 -0.304 0.049 -1.052
C 17.07532 13.08590 9.27439 -0.588 0.648 2.045
S 16.03536 13.02922 13.29567 -0.030 0.184 -1.278
O 16.92547 13.12779 14.43517 0.717 -0.183 0.345
C 14.98306 14.46653 13.19295 0.523 -0.530 0.863
C 15.62288 15.70697 12.88823 2.502 -0.077 -0.655
C 15.10475 16.85922 13.22390 0.240 1.216 -0.075
C 13.83016 16.92098 13.84374 -1.542 1.833 1.573
C 13.32520 18.19859 14.17518 -1.016 0.152 0.653
C 12.04872 18.34094 14.82871 2.133 -0.272 -1.879
C 11.35155 17.20406 15.10157 -1.209 -0.495 0.406
C 11.87046 15.93912 14.84314 -0.082 -0.578 0.962
C 13.11168 15.78968 14.27140 0.408 -0.071 -0.418
C 13.70281 14.44200 13.99896 -0.277 -0.677 -0.312
C 13.48403 13.29588 14.96806 -0.843 -0.371 0.605
C 14.16325 13.45030 16.23665 -0.158 0.505 0.275
C 15.06241 14.52828 16.46771 -0.277 -0.539 -0.165
C 15.54308 14.72578 17.73399 0.028 -0.829 -0.338
C 15.33036 13.83530 18.84540 -0.129 0.374 -1.977
C 14.46342 12.78198 18.62589 0.213 1.093 0.940
C 13.83827 12.63955 17.36312 -0.210 -0.217 -0.698
C 12.90373 11.61180 17.13161 -0.287 -2.761 0.988
C 12.35133 11.31556 15.92352 -0.452 0.655 -1.198
C 12.54334 12.25685 14.82974 0.556 -0.273 -0.010
S 11.49088 12.02478 13.35861 -0.054 0.325 1.148
O 13.13997 12.41087 10.48038 -0.321 -0.605 0.689
C 10.38149 13.40611 13.53305 -1.439 1.146 -0.924
C 10.28355 14.33728 12.43746 1.569 -1.486 0.421
C 9.39750 15.35311 12.36332 -1.721 0.136 1.942
C 8.40605 15.49162 13.43074 1.421 0.495 -2.349
C 7.40688 16.62928 13.34248 -1.507 -2.241 1.059
C 8.45893 14.58669 14.45538 0.030 -0.210 0.325
C 9.43046 13.55574 14.54275 -0.581 -0.542 0.081
H 19.70868 11.21218 8.00217 -0.931 0.257 0.840
H 19.94040 12.88442 8.21343 0.896 0.393 0.038
H 18.76547 12.43608 7.18213 -0.982 -0.130 -0.282
H 19.92365 11.85314 10.54748 -0.894 0.131 0.867
H 18.61334 12.11110 12.57942 0.332 0.063 1.977
H 15.38048 13.78254 10.40131 -0.118 0.359 -0.095
H 16.57646 13.38623 8.37770 0.042 -0.241 -0.651
H 16.60404 15.65013 12.42174 -0.075 0.083 0.115
H 15.62191 17.80927 13.06612 -0.088 -0.414 -0.182
H 13.95131 19.08373 13.96196 -0.561 -0.533 -0.025
H 11.54826 19.27979 14.94112 0.277 0.566 0.303
H 10.34192 17.32426 15.51804 0.471 -0.346 -0.109
H 11.33265 15.04258 15.16926 0.148 0.523 -0.169
H 15.40660 15.15095 15.62271 -0.314 -0.189 0.854
H 16.16606 15.57318 17.76188 0.927 0.816 0.858
H 15.93644 14.00532 19.72541 -0.482 -0.136 0.269
H 14.15667 12.17716 19.48534 0.170 -0.182 -0.568
H 12.69344 10.81056 17.90731 0.371 1.427 -0.535
H 11.71222 10.40060 15.78970 0.598 1.258 0.080
H 10.98905 14.24300 11.61608 0.069 -0.166 0.082
H 9.46586 16.00769 11.51124 -0.346 0.294 -0.041
H 7.95336 17.48339 13.07674 0.393 1.498 -0.306
H 6.90626 16.72976 14.35565 0.460 0.208 -1.333
H 6.61980 16.40684 12.56079 0.851 0.332 0.859
H 7.65566 14.70450 15.18231 0.416 -0.411 0.253
H 9.30686 12.83475 15.37654 0.439 0.491 -0.622
C 12.27149 6.80119 13.62222 1.387 0.830 -0.037
C 13.02824 7.49948 14.55528 -0.302 -0.519 1.441
C 13.62131 8.71953 14.34869 -0.933 -0.249 -3.546
N 13.53520 9.30642 13.11890 -1.401 -0.932 0.040
C 12.65967 8.72038 12.20131 2.477 0.949 1.160
C 12.08116 7.47345 12.41774 0.064 0.541 0.546
H 12.04815 5.74696 13.82667 -0.519 0.667 -0.276
H 13.13958 7.09678 15.54296 0.196 -0.389 0.306
H 14.25646 9.21145 15.00494 0.851 0.537 1.509
H 12.70568 9.29790 11.27078 -0.774 -0.679 0.117
H 11.45449 7.03511 11.70059 -0.588 -0.371 -1.186
N 13.79042 14.07645 12.58624 -1.875 -0.124 -1.340
C 13.39054 11.95130 11.49083 0.588 0.490 -0.789
H 13.47868 14.82396 11.95388 -0.260 -0.329 0.310
```
Forces are in eV/Å.

Expectation value of S² ... 2.007
Net charge ... +2
HOMO-LUMO gap (alpha / beta) ... 0.2353 / 0.2353 Eh
Spin multiplicity ... 3

Mulliken atomic charge list, values in e, 8 entries:
1 Ni 2.33
2 C -0.68
3 C -1.49
4 C 1.98
5 C -0.46
6 C -0.89
7 C -0.80
8 N 1.62

[2]
Entry from the Open Molecules 2025 dataset: a structure of composition C51H42IN3P3V (the ωB97M-V functional and the def2-TZVPD basis).

XYZ file:
```
101
Properties=species:S:1:pos:R:3:forces:R:3
V -0.79480 0.22676 0.55425 -0.330 -0.113 0.583
N 2.08993 1.18453 1.39805 -0.212 -0.129 0.092
P 1.47708 -0.40848 1.31644 0.501 -0.006 -0.110
C 1.93863 -1.12700 2.91225 0.005 0.114 0.131
C 3.23260 -0.82679 3.35474 -0.036 -0.005 0.039
C 3.68684 -1.30661 4.57023 0.006 -0.018 -0.012
C 2.86055 -2.10305 5.35482 0.010 0.012 -0.011
C 1.58846 -2.42597 4.91138 0.009 0.014 -0.024
C 1.12753 -1.94032 3.69317 0.038 -0.092 -0.012
C 2.55569 -1.29195 0.16423 0.004 -0.069 0.026
C 2.82678 -0.72372 -1.07829 0.057 0.020 -0.047
C 3.65543 -1.37534 -1.97736 -0.012 -0.066 0.037
C 4.19576 -2.61357 -1.65066 -0.004 0.033 -0.036
C 3.90825 -3.19687 -0.42541 -0.042 0.029 0.020
C 3.09223 -2.53762 0.48379 -0.016 -0.081 -0.042
P 0.82175 2.18487 0.91392 0.103 -0.229 -0.100
C 0.83978 3.54032 2.09736 -0.149 0.188 -0.017
C 0.03409 3.52366 3.23415 0.042 0.014 0.081
C 0.12518 4.53266 4.17947 0.030 0.002 -0.048
C 1.02855 5.57073 3.99161 -0.013 -0.011 0.007
C 1.83510 5.59716 2.86259 -0.003 -0.024 -0.041
C 1.73857 4.59109 1.91148 0.007 0.122 0.030
C 1.29975 2.93773 -0.65768 0.008 0.169 0.007
C 2.56031 2.74341 -1.21348 0.010 -0.014 -0.089
C 2.87840 3.32952 -2.43367 -0.035 0.013 0.022
C 1.94349 4.11434 -3.09498 0.026 -0.003 0.026
C 0.68876 4.32751 -2.53305 0.026 -0.055 0.020
C 0.36841 3.74207 -1.31808 0.065 0.054 -0.047
H 2.79906 1.49197 2.05258 0.153 -0.012 -0.188
H 3.90650 -0.23816 2.74119 -0.002 -0.020 0.009
H 4.68981 -1.06972 4.89914 -0.009 -0.001 0.010
H 3.21747 -2.47931 6.30429 -0.008 0.000 -0.006
H 0.94940 -3.06090 5.51084 0.002 -0.001 -0.012
H 0.14820 -2.23495 3.35125 -0.062 0.032 -0.033
H 2.41070 0.23922 -1.34519 -0.042 -0.043 0.001
H 3.87845 -0.91929 -2.93132 0.002 0.019 -0.030
H 4.84491 -3.12190 -2.35184 -0.005 0.004 0.007
H 4.32741 -4.16102 -0.16999 -0.002 0.007 0.001
H 2.87585 -3.00023 1.43798 0.016 0.016 0.017
H -0.66301 2.71471 3.40357 -0.025 -0.040 -0.015
H -0.50493 4.50985 5.05837 0.003 0.002 -0.001
H 1.10112 6.36244 4.72548 0.002 -0.010 -0.004
H 2.53727 6.40689 2.71634 -0.005 -0.002 0.000
H 2.35859 4.63379 1.02371 -0.017 -0.006 0.025
H 3.28871 2.12656 -0.70103 0.007 0.077 0.008
H 3.86130 3.18002 -2.86161 -0.003 0.004 0.008
H 2.19780 4.57721 -4.03976 -0.007 -0.009 0.005
H -0.03202 4.95821 -3.03760 0.008 -0.001 0.013
H -0.59784 3.94309 -0.87166 -0.049 0.001 0.038
I -1.79341 0.17329 3.16383 0.093 0.249 -0.002
C -2.36831 -1.80431 2.86354 -0.012 -0.018 0.035
C -3.24676 -2.34635 3.75006 -0.041 -0.258 -0.022
C -3.58675 -3.71243 3.61305 -0.003 0.152 0.069
C -3.00385 -4.45396 2.63127 0.079 -0.017 -0.069
C -2.08151 -3.87783 1.71801 -0.050 -0.180 -0.044
C -1.47500 -4.67714 0.71664 -0.049 -0.024 0.066
C -0.59448 -4.12655 -0.16233 0.049 0.098 0.010
C -0.31184 -2.74504 -0.09832 0.137 0.063 -0.087
C -0.87178 -1.89107 0.82903 -0.353 0.025 0.293
C -1.75517 -2.49936 1.79439 0.051 0.061 -0.067
H -3.67335 -1.75902 4.55171 0.000 -0.002 -0.003
H -4.29309 -4.15631 4.30097 0.012 0.002 0.001
H -3.23383 -5.50784 2.53412 0.001 0.010 -0.013
H -1.71569 -5.73259 0.67597 -0.016 0.016 -0.007
H -0.11688 -4.73661 -0.91846 0.001 0.012 -0.001
H 0.38184 -2.35610 -0.83890 0.004 0.009 0.011
N -1.93206 1.20115 -2.32516 0.019 -0.110 0.147
P -1.26635 -0.30238 -1.83804 0.154 0.251 -0.466
C -2.59215 -1.46133 -2.23676 -0.035 -0.098 -0.127
C -2.96312 -1.59180 -3.58028 -0.018 -0.056 0.005
C -4.04839 -2.37435 -3.93118 -0.008 -0.009 0.022
C -4.77767 -3.03274 -2.94615 0.016 0.008 -0.009
C -4.42458 -2.89785 -1.61275 0.034 0.036 -0.041
C -3.33434 -2.11367 -1.25692 -0.121 0.017 0.020
C -0.00278 -0.54079 -3.11083 0.006 0.097 -0.031
C 0.25954 -1.79963 -3.64620 0.057 -0.048 0.007
C 1.21661 -1.94465 -4.64228 -0.062 0.022 0.046
C 1.90410 -0.83468 -5.11149 0.016 0.031 0.023
C 1.65657 0.42075 -4.56748 0.052 -0.052 0.010
C 0.71547 0.57078 -3.56181 -0.063 -0.046 -0.034
C -2.48023 2.04348 -1.39561 0.173 -0.007 0.131
C -3.29334 3.10839 -1.81142 0.028 -0.031 -0.044
C -3.74701 4.00532 -0.88445 -0.060 0.097 0.069
C -3.39317 3.84072 0.46070 -0.061 0.081 -0.104
C -2.62712 2.76459 0.79283 0.128 -0.286 -0.029
N -2.16518 1.84210 -0.09794 -0.176 0.072 -0.144
H -2.23470 1.33320 -3.28080 -0.017 -0.014 0.017
H -2.39831 -1.09234 -4.35928 0.015 -0.006 0.005
H -4.32420 -2.47412 -4.97247 -0.007 -0.008 0.009
H -5.62298 -3.64863 -3.22351 0.006 0.004 0.004
H -4.99427 -3.40416 -0.84474 0.002 0.006 0.002
H -3.07521 -2.01992 -0.21177 -0.005 0.001 -0.065
H -0.29482 -2.66594 -3.30492 -0.016 0.008 -0.014
H 1.40735 -2.92178 -5.06588 0.002 0.004 0.013
H 2.63381 -0.94644 -5.90339 -0.016 0.003 0.007
H 2.19401 1.28737 -4.93092 -0.008 -0.007 -0.001
H 0.52296 1.55698 -3.15344 0.002 -0.029 0.020
H -3.53882 3.20857 -2.86031 0.003 -0.007 0.011
H -4.37146 4.83410 -1.19226 0.010 -0.007 0.012
H -3.71767 4.53020 1.22558 -0.009 0.001 -0.013
H -2.34846 2.60117 1.82072 0.006 -0.004 0.028
```
Forces are in eV/Å.

Expectation value of S² ... 2.049
Net charge ... +2
HOMO-LUMO gap (alpha / beta) ... 0.2524 / 0.2741 Eh
Spin multiplicity ... 3

Mulliken atomic charge list, values in e, 8 entries:
1 V -1.51
2 N 0.26
3 P 2.64
4 C 0.34
5 C -0.62
6 C -0.95
7 C -0.60
8 C -0.93

Calculated values (kJ/mol) of relative energy (zero: lowest compared OMol25 entry of this formula, charge and spin) for the records, taken in order: 23.4, 0.0.